(1)
Below is a cluster of 3 separate species, C5H11Cl4NO2 in total, with properties calculated with wB97M-V/def2-TZVPD.

Summary:
Lowest unoccupied orbital energy: 0.011 Ha
SMILES string: C[N+](=O)[O-].ClCCCl.ClCCCl
E_tot: -2243.027122 a.u.
HOMO energy: -0.40484 hartree

Structure (ORCA input):
```
! wB97M-V def2-TZVPD RIJCOSX def2/J DEFGRID3
* xyz 0 1
Cl -13.534 -13.764 -17.692
C -13.308 -12.341 -16.678
C -12.400 -12.713 -15.526
Cl -12.202 -11.328 -14.420
H -14.280 -12.000 -16.341
H -12.840 -11.565 -17.280
H -11.409 -12.970 -15.890
H -12.780 -13.563 -14.965
Cl -15.358 -10.436 -11.371
C -15.033 -12.050 -10.666
C -13.881 -12.699 -11.389
Cl -13.377 -14.161 -10.503
H -15.953 -12.620 -10.739
H -14.778 -11.901 -9.621
H -13.021 -12.041 -11.450
H -14.149 -12.992 -12.402
C -17.598 -11.773 -14.045
N -17.625 -11.550 -15.525
O -17.982 -10.458 -15.904
O -17.300 -12.474 -16.239
H -17.049 -10.941 -13.618
H -17.108 -12.721 -13.866
H -18.634 -11.765 -13.723
*
```

=====

(2)
Below is a cluster of 2 separate species, C9H14 in total at a distorted geometry, with properties calculated with wB97M-V/def2-TZVPD.

Summary:
Lowest unoccupied orbital energy: 0.038 Ha
SMILES string: Cc1ccccc1.CC
E_tot: -351.310506 a.u.
HOMO energy: -0.33186 hartree

Structure (ORCA input):
```
! wB97M-V def2-TZVPD RIJCOSX def2/J DEFGRID3
* xyz 0 1
C -2.320 -1.187 -1.053
C -1.966 0.069 -1.839
H -3.272 -1.188 -0.542
H -2.319 -1.959 -1.833
H -1.613 -1.490 -0.277
H -2.304 0.947 -1.320
H -2.476 0.021 -2.806
H -0.945 0.233 -2.193
C 1.368 -1.844 1.215
C 0.892 2.333 0.413
C 1.573 1.524 -0.475
C 0.385 1.755 1.574
C 1.762 0.156 -0.334
C 0.561 0.401 1.780
C 1.188 -0.390 0.813
H 0.809 3.402 0.308
H 2.079 2.070 -1.255
H -0.017 2.373 2.373
H 2.242 -0.456 -1.078
H 0.195 -0.085 2.680
H 1.785 -2.421 0.383
H 0.410 -2.353 1.353
H 1.979 -1.907 2.113
*
```

=====

(3)
Below is a cluster of 2 separate species, C2HClO2 in total at a distorted geometry, with properties calculated with wB97M-V/def2-TZVPD.

Summary:
Lowest unoccupied orbital energy (alpha / beta): -0.097 / -0.104 Ha
E_tot: -687.369464 a.u.
HOMO energy (alpha / beta): -0.37590 / -0.36995 hartree

Structure (ORCA input):
```
! wB97M-V def2-TZVPD RIJCOSX def2/J DEFGRID3
* xyz 0 1
C 0.017 -0.087 -0.783
C 0.371 -1.412 -0.516
O 0.049 0.584 -1.869
O 0.514 -2.463 -0.101
Cl 2.435 0.267 0.081
H -0.543 0.229 0.093
*
```

=====

(4)
Below is a structure of composition C49H43BBrIrN6O2Si at a distorted geometry, with properties calculated with wB97M-V/def2-TZVPD.

Summary:
Lowest unoccupied orbital energy: -0.010 Ha
E_tot: -5364.908789 a.u.
HOMO energy: -0.30000 hartree

Structure (ORCA input):
```
! wB97M-V def2-TZVPD RIJCOSX def2/J DEFGRID3
* xyz 0 1
Ir -0.059 -0.717 0.030
C 2.869 -3.297 3.932
C 2.732 -2.762 2.546
C 3.680 -2.665 1.552
C 3.016 -2.105 0.451
N 1.745 -1.880 0.769
N 1.574 -2.281 2.052
B 0.180 -2.218 2.713
N -0.200 -0.739 2.889
N -0.308 0.123 1.840
C -0.499 1.360 2.347
C -0.524 1.248 3.744
C -0.333 -0.075 4.046
C -0.278 -0.731 5.384
C -0.639 2.683 1.688
C -0.258 2.981 0.384
C -0.312 4.277 -0.105
C -0.780 5.311 0.687
C -1.225 5.022 1.968
C -1.156 3.730 2.459
N -0.846 -2.916 1.802
N -0.962 -2.481 0.534
C -1.618 -3.405 -0.161
C -2.017 -4.428 0.712
C -1.497 -4.087 1.944
C -1.592 -4.802 3.248
C -1.822 -3.273 -1.600
C -2.796 -4.020 -2.254
C -2.955 -3.923 -3.626
C -2.206 -3.005 -4.347
C -1.318 -2.160 -3.687
C -1.026 -2.413 -2.355
C 3.611 -1.765 -0.851
C 2.860 -1.706 -2.018
C 3.446 -1.363 -3.226
C 4.803 -1.087 -3.286
C 5.569 -1.163 -2.131
C 4.978 -1.496 -0.924
H 3.881 -3.671 4.076
H 2.171 -4.113 4.119
H 2.684 -2.522 4.677
H 4.709 -2.972 1.614
H 0.215 -2.770 3.768
H -0.619 2.045 4.456
H -0.416 0.024 6.156
H 0.680 -1.224 5.551
H -1.061 -1.482 5.492
H 0.082 2.199 -0.271
H 0.017 4.470 -1.120
H -0.804 6.326 0.312
H -1.633 5.806 2.594
H -1.537 3.540 3.451
H -2.552 -5.329 0.466
H -2.249 -5.663 3.143
H -1.995 -4.151 4.023
H -0.616 -5.154 3.585
H -3.423 -4.694 -1.684
H -3.671 -4.558 -4.131
H -2.363 -2.892 -5.412
H -0.554 -1.678 -4.287
H -0.162 -1.908 -1.904
H 1.810 -1.960 -1.988
H 2.839 -1.305 -4.120
H 5.262 -0.815 -4.228
H 6.631 -0.954 -2.169
H 5.577 -1.527 -0.023
Br 1.794 1.727 -3.453
C 2.978 2.513 -2.192
C 3.798 3.506 -2.718
C 4.718 4.154 -1.915
C 4.828 3.807 -0.577
C 4.001 2.829 -0.060
C 3.057 2.161 -0.844
C 2.209 1.154 -0.092
O 2.499 0.868 1.056
O 1.185 0.696 -0.747
H 3.702 3.767 -3.763
H 5.345 4.929 -2.338
H 5.550 4.298 0.061
H 4.052 2.547 0.983
C -2.525 1.773 -5.021
C -1.849 2.506 -4.057
C -1.718 2.003 -2.771
C -2.261 0.768 -2.409
C -2.905 0.020 -3.403
C -3.059 0.538 -4.688
Si -2.191 0.145 -0.625
C -3.113 1.405 0.447
C -3.574 0.946 1.684
C -4.340 1.747 2.519
C -4.665 3.037 2.127
C -4.225 3.511 0.900
C -3.460 2.702 0.071
H -2.639 2.164 -6.025
H -1.419 3.469 -4.305
H -1.179 2.590 -2.038
H -3.676 -0.668 -3.066
H -3.571 -0.046 -5.445
H -3.169 -0.982 -0.530
H -3.331 -0.064 2.005
H -4.693 1.360 3.468
H -5.271 3.666 2.768
H -4.479 4.516 0.583
H -3.144 3.092 -0.889
*
```

=====

(5)
Below is a structure of composition C54H45AgN3O5P2Se, with properties calculated with wB97M-V/def2-TZVPD.

Summary:
Lowest unoccupied orbital energy: -0.097 Ha
E_tot: -5856.329246 a.u.
HOMO energy: -0.35158 hartree

Structure (ORCA input):
```
! wB97M-V def2-TZVPD RIJCOSX def2/J DEFGRID3
* xyz 1 1
Ag -0.067 -0.282 0.277
O 2.879 2.229 -2.127
C 1.933 1.741 -1.318
O 1.031 1.040 -1.692
C 2.121 2.163 0.112
C 3.057 3.116 0.484
C 3.141 3.457 1.823
C 2.284 2.849 2.725
C 1.378 1.909 2.253
N 1.310 1.563 0.974
C 0.425 1.165 3.161
O -0.003 1.817 4.250
O 0.082 0.040 2.933
H 2.685 1.909 -3.023
H 3.695 3.571 -0.259
H 3.864 4.187 2.160
H 2.343 3.084 3.779
H 0.219 2.756 4.197
C -2.201 -7.164 0.856
C -1.742 -6.216 -0.263
C -1.759 -6.958 -1.610
C -2.693 -5.027 -0.335
C -4.059 -5.216 -0.531
C -4.941 -4.150 -0.587
C -4.473 -2.858 -0.399
C -3.122 -2.622 -0.186
P -2.496 -0.968 0.304
C -3.109 -0.843 2.021
C -2.974 0.388 2.663
C -3.362 0.541 3.982
C -3.878 -0.542 4.685
C -3.991 -1.773 4.062
C -3.608 -1.927 2.734
C -3.579 0.168 -0.625
C -4.859 0.532 -0.211
C -5.651 1.345 -1.009
C -5.171 1.797 -2.231
C -3.892 1.453 -2.644
C -3.097 0.652 -1.839
C -2.254 -3.718 -0.204
O -0.930 -3.409 -0.077
C 0.008 -4.397 0.038
C 1.324 -3.942 0.152
C 2.336 -4.874 0.319
C 2.034 -6.228 0.354
C 0.725 -6.645 0.185
C -0.322 -5.742 0.012
P 1.610 -2.164 -0.128
C 3.101 -1.764 0.840
C 4.011 -0.814 0.376
C 5.028 -0.351 1.197
C 5.148 -0.829 2.495
C 4.244 -1.770 2.966
C 3.224 -2.231 2.148
C 2.158 -2.184 -1.871
C 3.418 -2.626 -2.272
C 3.746 -2.682 -3.617
C 2.811 -2.313 -4.576
C 1.551 -1.885 -4.187
C 1.229 -1.815 -2.839
H -3.209 -7.531 0.666
H -2.195 -6.656 1.821
H -1.545 -8.032 0.921
H -2.760 -7.330 -1.833
H -1.080 -7.811 -1.586
H -1.450 -6.297 -2.421
H -4.442 -6.221 -0.652
H -5.994 -4.326 -0.756
H -5.170 -2.031 -0.410
H -2.515 1.212 2.123
H -3.237 1.497 4.477
H -4.176 -0.427 5.718
H -4.379 -2.623 4.608
H -3.712 -2.894 2.259
H -5.238 0.181 0.742
H -6.645 1.624 -0.681
H -5.795 2.423 -2.857
H -3.509 1.813 -3.591
H -2.086 0.409 -2.149
H 3.363 -4.544 0.417
H 2.821 -6.957 0.489
H 0.512 -7.707 0.175
H 3.934 -0.441 -0.639
H 5.735 0.376 0.818
H 5.947 -0.475 3.133
H 4.332 -2.148 3.976
H 2.516 -2.955 2.532
H 4.148 -2.929 -1.531
H 4.727 -3.024 -3.918
H 3.066 -2.364 -5.627
H 0.818 -1.603 -4.932
H 0.249 -1.464 -2.534
C -3.139 4.952 -1.624
N -3.742 4.445 -0.409
C -3.111 3.717 0.540
Se -1.372 3.123 0.531
N -4.024 3.465 1.508
C -5.255 4.010 1.177
C -6.485 3.993 1.812
C -7.527 4.643 1.170
C -7.341 5.289 -0.056
C -6.106 5.305 -0.686
C -5.069 4.647 -0.045
H -2.198 4.430 -1.778
H -2.953 6.023 -1.538
H -3.808 4.762 -2.462
H -3.821 2.874 2.297
H -6.629 3.493 2.760
H -8.506 4.655 1.629
H -8.178 5.790 -0.521
H -5.963 5.808 -1.632
*
```

=====

Results for relative energy (zero: lowest compared OMol25 entry of this formula, charge and spin): 1.3, 12.4, 58.4, 28.8, 0.0 (in kcal per mole, following the order of the records).